[1]
Here is H2NO2P as an isolated structure from OMol25. Energies are from the ωB97M-V functional and the def2-TZVPD basis.

Atoms and positions in Å:
P  -1.4663  0.2496  0.4394
O  0.0635  -0.3603  0.4745
O  -1.9089  0.1781  1.7986
N  0.8017  -0.1490  -1.1176
H  1.5210  -0.6864  -0.7477
H  0.9889  0.7680  -0.8473

## Properties
Maximum force: 0.0962 hartree/bohr
HOMO energy: -10.612 eV

Mulliken atomic charge list, values in e, 4 entries:
1. P 0.47
2. O -0.32
3. O -0.40
4. N -0.36

***

[2]
Here is a 2-piece molecular cluster, CH7N2O3P overall from OMol25. Energies are from the ωB97M-V functional and the def2-TZVPD basis.

Atoms and positions in Å:
P  0.5999  -0.0509  0.2283
O  0.9193  -0.9993  -0.7918
O  -0.1551  -0.2822  1.4389
O  -1.7660  -0.9945  -0.6570
N  1.9360  0.9245  0.6033
N  -0.3147  1.3189  -0.6827
C  -1.4842  -1.9140  0.0511
H  -0.6456  2.0210  -0.0448
H  2.0921  1.0550  1.5156
H  0.2381  1.7393  -1.4712
H  -1.2626  0.9255  -0.8426
H  -1.2858  -2.9595  -0.4271
H  2.7940  1.0019  -0.0209
H  -1.6656  -1.7858  1.1008

## Properties
SMILES: N[P@]([NH3+])(=O)[O-].C=O
Maximum force: 0.1020 hartree/bohr
HOMO energy: -9.696 eV

Mulliken atomic charge list, values in e, 4 entries:
1. P 0.91
2. O -0.65
3. O -0.70
4. O -0.51

***

[3]
Here is a 13-piece molecular cluster, C39H91N5O29S4 overall from OMol25. Energies are from the ωB97M-V functional and the def2-TZVPD basis.

Atoms and positions in Å:
S  -1.8124  6.1154  -2.6691
S  1.1469  2.2279  0.9076
S  -4.5954  0.6236  -0.2822
S  6.2415  -3.5146  0.1629
O  3.6736  6.9493  -4.1262
O  -2.7940  7.1627  -2.7978
O  2.8453  6.2657  -2.2591
O  2.6566  -8.2653  1.4613
O  -5.0979  4.9699  1.7389
O  -1.3371  5.6004  -3.9260
O  0.7253  -7.5831  0.7747
O  -0.6797  6.5670  -1.7218
O  3.2331  4.7494  -3.8775
O  1.3586  2.9979  2.0903
O  2.2416  -4.7206  2.2893
O  0.0661  -2.1915  5.9513
O  -1.0789  -2.6781  -3.0997
O  -3.2596  0.3809  0.2231
O  -4.3283  -1.9920  4.8183
O  1.0410  0.7260  1.2732
O  -1.9140  -4.0462  -1.6574
O  2.4870  -1.6201  -3.1042
O  2.5107  -7.1790  -0.4995
O  -5.3698  1.4558  0.5358
O  -3.2367  3.9029  1.0234
O  -4.0127  3.7568  3.1573
O  2.0976  2.3943  -0.1690
O  -2.8002  -1.9821  -1.8696
O  6.9978  -3.7939  1.3978
O  6.9252  -3.4346  -1.1005
O  5.3148  -2.2291  0.2561
O  -4.5353  1.2465  -1.7220
O  -0.1191  1.3338  -3.2011
N  0.5717  2.8037  -4.7520
N  2.3705  -3.8502  -2.8725
N  -0.6616  -1.4113  7.9414
N  1.7306  -2.8727  3.4407
N  -4.4389  -0.7313  3.0100
C  4.0797  -8.3076  1.3240
C  -3.2713  1.2158  -2.4339
C  2.2397  1.6944  -3.5216
C  -0.4671  7.9926  0.1562
C  -5.5959  5.1263  0.4101
C  0.3054  -4.7967  3.7721
C  5.0692  -4.7807  -0.0043
C  -0.3729  2.7600  0.2365
C  -0.5857  7.9739  -1.3201
C  1.0574  -0.1818  6.7759
C  -4.0368  4.1636  1.9008
C  5.4946  -0.9964  -0.4480
C  2.8855  -2.1888  2.8905
C  -0.7949  -1.3003  -3.4367
C  -2.3574  4.6772  -1.7968
C  4.2788  6.6518  -5.3770
C  -1.6729  -2.4147  8.0461
C  3.2512  5.8877  -3.4330
C  1.4600  -4.1328  3.0069
C  -2.0049  -2.8030  -2.1867
C  -3.8631  -1.6832  3.7335
C  -2.7939  3.0933  3.5439
C  -3.4943  1.3954  -3.9485
C  1.6789  -3.8441  -1.5886
C  2.0918  5.2792  -1.5666
C  2.0448  -7.6756  0.4597
C  -2.9175  -4.5047  -0.7439
C  -5.5107  0.1427  3.5071
C  -0.0803  -6.5989  0.2229
C  -0.7682  2.9576  -5.3871
C  0.8021  1.9181  -3.7838
C  0.1749  -1.3528  6.8400
C  0.8832  -0.2239  0.1384
C  -2.7167  -2.3585  3.0415
C  -5.4988  -0.8860  -0.5017
C  3.5878  -3.0858  -4.7390
C  4.8159  0.0793  0.3381
C  2.7842  -2.7360  -3.4642
C  -0.3481  -1.0773  0.4179
H  -1.9351  3.7961  3.5280
H  -5.1593  0.9685  4.1047
H  0.2445  8.4785  -1.7933
H  2.0562  -3.0280  -0.9357
H  -1.3084  -0.5108  0.4894
H  -3.3014  -3.6803  -0.1751
H  1.2685  3.4131  -5.0653
H  1.1688  5.0601  -2.1044
H  0.7914  0.6593  7.4175
H  0.4144  7.4978  0.4976
H  2.5859  -1.1472  2.5059
H  5.2896  6.2806  -5.1951
H  3.6720  -2.2246  -5.4319
H  0.6098  -3.7298  -1.7935
H  5.0689  0.1271  1.3778
H  -1.4959  4.0080  -1.8583
H  -0.2587  3.8139  0.1717
H  -0.3423  -1.7950  -0.3507
H  3.7399  -2.0746  3.5792
H  1.8741  5.7788  -0.6373
H  4.5542  -8.3134  2.2667
H  -5.2455  5.9690  -0.1186
H  -2.5622  1.2585  -4.4776
H  -5.4964  -1.1512  0.5349
H  -3.7128  -4.8163  -1.3968
H  -0.6110  3.7845  -6.1458
H  0.4079  -4.6149  4.8369
H  -2.4574  -5.3704  -0.2333
H  3.8248  5.7792  -5.8351
H  -0.7433  -0.7582  -2.5155
H  1.3158  -0.0591  5.7382
H  2.4479  0.6136  -3.4089
H  2.7930  -4.7314  -3.1156
H  -4.9878  -1.5561  -1.2102
H  -6.1151  -0.5484  4.1428
H  -0.1029  -6.6477  -0.8390
H  1.2291  -2.3411  4.0927
H  2.0519  -0.3854  7.2167
H  4.5049  -7.5111  0.6559
H  -0.4967  9.0377  0.4730
H  -0.6944  -0.6042  8.5521
H  4.2305  7.5470  -5.9749
H  -1.4377  3.3006  -4.6094
H  -2.7638  0.2856  -2.2435
H  0.2662  -1.2928  -3.7927
H  -4.1346  0.5768  -4.2311
H  -2.6544  1.9757  -2.0019
H  -0.5166  2.3677  -0.7444
H  0.2472  -5.5873  0.5110
H  2.8632  2.0275  -4.3383
H  0.4459  -5.9051  3.7336
H  1.1024  0.3280  -0.7692
H  -3.9645  2.3203  -4.0868
H  -1.0692  1.9685  -5.8952
H  -3.0430  2.8133  4.5922
H  -6.4995  -0.6638  -0.8486
H  3.0996  -3.9209  -5.1964
H  6.5394  -0.8033  -0.6487
H  2.6649  4.3896  -1.3915
H  -0.0962  -1.6516  1.2966
H  -1.8413  -1.8277  3.4033
H  4.3524  -4.8863  0.8552
H  -5.3539  4.2455  -0.1879
H  4.6473  -3.2916  -4.4705
H  -0.6797  -4.3983  3.4419
H  -1.2058  2.5102  0.8950
H  -1.0543  -6.7290  0.7511
H  5.1129  1.0555  -0.0762
H  4.5147  -4.5117  -0.8872
H  3.7331  0.0450  0.2171
H  1.7997  -4.8873  -1.2014
H  -6.6902  5.1845  0.4966
H  -1.2391  -3.3375  8.3442
H  -6.0584  0.5426  2.6755
H  4.9379  -1.1125  -1.4127
H  -1.5035  8.4446  -1.5727
H  1.8298  -0.8004  0.2463
H  -3.8823  -0.2960  2.2547
H  3.2212  -2.7635  2.0044
H  -2.3133  -2.5396  7.1204
H  5.6494  -5.6051  -0.3895
H  -2.5634  2.2169  2.9779
H  -1.2552  7.4413  0.6473
H  4.3073  -9.2657  0.8484
H  2.6121  2.0888  -2.5819
H  -2.5999  -3.3895  3.3974
H  -2.4276  -2.1713  8.7863
H  -1.5466  -0.8636  -4.1205
H  -2.8344  -2.4073  1.9732
H  -2.6398  4.8718  -0.7438
H  -3.1929  4.4232  -2.4242

## Properties
Maximum force: 0.0709 hartree/bohr
HOMO energy: -9.398 eV

Mulliken atomic charge list, values in e, 4 entries:
1. S 1.37
2. S 0.99
3. S 0.53
4. S 1.22

***

[4]
Here is a 2-piece molecular cluster, C7H9N overall from OMol25. Energies are from the ωB97M-V functional and the def2-TZVPD basis.

Atoms and positions in Å:
N  -1.2086  -1.5033  -0.4746
C  -2.1611  -0.9755  0.3187
C  -0.1262  0.7479  -0.6885
C  2.0043  0.1428  -0.1676
C  -2.2202  0.4281  0.5378
C  -1.2986  1.1741  -0.0478
C  2.3970  -0.5577  0.8581
C  -0.2817  -0.6058  -0.9978
H  -3.0080  -1.7560  0.7445
H  2.1902  -0.0794  -1.2323
H  1.7203  1.3534  -0.1454
H  0.4287  -0.9997  -1.8156
H  0.6054  1.5056  -1.1113
H  -2.8618  0.7270  1.4155
H  -1.5581  2.1908  0.2519
H  2.9751  -1.4489  0.5992
H  2.4033  -0.3434  1.9552

## Properties
SMILES: c1ccncc1.C=C
Maximum force: 0.1104 hartree/bohr
HOMO energy: -8.641 eV

Mulliken atomic charge list, values in e, 4 entries:
1. N -0.55
2. C -0.06
3. C -0.15
4. C -0.54

***

[5]
Here is C5H11NO3S as an isolated structure from OMol25. Energies are from the ωB97M-V functional and the def2-TZVPD basis.

Atoms and positions in Å:
S  1.0974  -1.7284  -1.1186
O  1.4963  -2.4728  0.0106
O  -0.3210  -0.9498  -0.8435
O  0.9092  -2.3565  -2.3692
N  2.1250  -0.4363  -1.4750
C  -0.3230  -0.3622  0.5328
C  1.4900  0.1849  -2.5758
C  -0.7074  -1.5422  1.4200
C  -1.4248  0.6727  0.4880
C  0.9977  0.3001  0.8395
H  1.7979  1.2553  -2.5264
H  -1.2788  -1.2275  2.2661
H  -1.9457  0.9401  1.3846
H  -1.1349  1.6057  0.0681
H  -1.2055  -2.1751  0.7671
H  -2.1497  0.3641  -0.2550
H  1.7065  -0.1715  1.5389
H  1.8678  -0.3760  -3.4860
H  1.3964  1.0798  0.2800
H  0.2789  -2.0463  1.5993
H  0.3250  0.1941  -2.5564

## Properties
Maximum force: 0.0608 hartree/bohr
HOMO energy (alpha / beta): -9.281 / -10.704 eV

Mulliken atomic charge list, values in e, 4 entries:
1. S 1.26
2. O -0.61
3. O -0.54
4. O -0.62

***

[6]
Here is C6H10S as an isolated structure from OMol25. Energies are from the ωB97M-V functional and the def2-TZVPD basis.

Atoms and positions in Å:
S  -2.4101  -0.3988  1.1241
C  -0.7292  -1.1535  0.6887
C  1.1822  0.7104  0.3222
C  -0.2126  0.2885  0.6286
C  1.2805  1.4920  -1.0411
C  -0.7488  -1.8125  -0.6021
C  -1.2876  0.9765  1.0421
H  1.0722  0.7045  -1.6832
H  2.2288  1.9073  -1.0740
H  0.4689  2.0841  -0.9452
H  -1.6147  -2.3680  -0.8066
H  -1.5826  2.0865  1.2206
H  -0.4653  -1.8108  1.6086
H  -0.4472  -1.2219  -1.4548
H  -0.0867  -2.6564  -0.5043
H  1.7896  -0.1817  0.1712
H  1.5625  1.3537  1.3052

## Properties
Maximum force: 0.0836 hartree/bohr
HOMO energy: -7.852 eV

Mulliken atomic charge list, values in e, 4 entries:
1. S -0.22
2. C 0.17
3. C -0.48
4. C -0.34